1.
The following is a DFT calculation (ωB97M-V/def2-TZVPD) of an isolated molecule of ClHO4 at a distorted geometry.

Structure (XYZ):
```
6
ClHO4 (ωB97M-V/def2-TZVPD)
O 1.8386 -1.1197 -0.5353
O 0.2059 -1.9676 -2.0738
O 0.3786 -2.8187 0.0502
O -0.5441 -0.3923 0.1370
Cl 0.6491 -1.8024 -0.7984
H -0.2917 -0.3383 1.0704
```

Computed properties:
LUMO energy (spin up / spin down) ... -1.60 / -1.60 eV
Energy relative to the best compared isomer or geometry (same formula, charge and spin) ... 131.85 kJ/mol

Mulliken atomic charges, in units of e: number 1, O, carries -0.36; number 2, O, carries -0.36; number 3, O, carries -0.34; number 4, O, carries -0.60; number 5, Cl, carries 1.32; number 6, H, carries 0.33

2.
The following is a DFT calculation (ωB97M-V/def2-TZVPD) of a structure of composition ClLi at a distorted geometry.

Structure (XYZ):
```
2
ClLi (ωB97M-V/def2-TZVPD)
Li 24.5568 -11.2063 -23.8075
Cl 23.8695 -9.5067 -22.5460
```

Computed properties:
LUMO energy ... -1.07 eV
Energy relative to the best compared isomer or geometry (same formula, charge and spin) ... 8.71 kJ/mol

Mulliken atomic charges, in units of e: number 1, Li, carries 0.84; number 2, Cl, carries -0.84

3.
The following is a DFT calculation (ωB97M-V/def2-TZVPD) of a structure of composition ClMg at a distorted geometry.

Structure (XYZ):
```
2
ClMg (ωB97M-V/def2-TZVPD)
Mg -0.3000 0.9373 0.1412
Cl 0.3000 -0.9373 -0.1412
```

Computed properties:
LUMO energy ... -7.95 eV
Total charge ... +1
Energy relative to the best compared isomer or geometry (same formula, charge and spin) ... 13.16 kJ/mol

Mulliken atomic charges, in units of e: number 1, Mg, carries 1.17; number 2, Cl, carries -0.17

Q: What is the formula in the second record?
A: ClLi

Q: Which of these has the lowest energy relative to the best compared isomer or geometry (same formula, charge and spin)?
A: ClLi

Q: energy relative to the best compared isomer or geometry (same formula, charge and spin) of number 1 (ClHO4)?
A: 131.85 kJ/mol